1.
The following is a quantum chemistry calculation of a molecular structure, C25H24I2N4O6SSeSn, from OMol25.

```
! wB97M-V def2-TZVPD RIJCOSX def2/J DEFGRID3
* xyz 0 1
Sn 0.491 -1.011 0.257
O -1.002 0.239 3.053
C -0.044 0.718 2.493
O 0.929 0.019 1.935
C 0.076 2.222 2.314
C 1.481 2.739 1.965
C 1.543 4.243 2.257
C 0.690 4.808 1.091
C 0.339 3.521 0.331
O 1.492 2.705 0.530
C -0.756 2.748 1.101
C -1.420 1.746 0.176
O -2.467 2.035 -0.373
O -0.792 0.633 -0.140
H -0.302 2.668 3.233
H 2.297 2.138 2.352
H 1.143 4.489 3.240
H 2.570 4.601 2.207
H -0.196 5.348 1.421
H 1.278 5.471 0.458
H 0.143 3.641 -0.732
H -1.547 3.423 1.418
I 3.407 -4.673 2.601
C 4.005 -2.952 1.609
C 5.363 -2.579 1.610
C 5.798 -1.461 0.955
I 7.833 -0.995 0.996
C 4.872 -0.643 0.258
C 5.190 0.514 -0.487
C 4.210 1.205 -1.144
C 2.880 0.772 -1.044
N 2.559 -0.288 -0.342
C 3.516 -1.019 0.289
C 3.054 -2.201 0.952
O 1.785 -2.513 0.898
H 6.069 -3.202 2.142
H 6.220 0.841 -0.540
H 4.437 2.085 -1.729
H 2.074 1.303 -1.531
C -2.840 -3.107 -3.720
N -1.546 -2.474 -3.486
C -1.272 -1.461 -2.660
S 0.431 -1.235 -2.294
N -2.158 -0.622 -2.193
C -3.552 -0.421 -2.570
H -2.657 -4.156 -3.942
H -3.371 -2.663 -4.560
H -3.455 -3.055 -2.825
H -0.730 -3.007 -3.739
H -1.797 0.005 -1.464
H -4.220 -1.088 -2.030
H -3.682 -0.544 -3.642
H -3.797 0.602 -2.295
Se -1.219 -2.862 0.746
C -2.978 -2.145 0.550
C -3.381 -0.919 1.060
C -4.709 -0.543 0.910
N -5.643 -1.299 0.335
C -5.253 -2.491 -0.112
C -3.947 -2.952 -0.042
H -2.692 -0.279 1.592
H -5.035 0.423 1.280
H -6.024 -3.113 -0.555
H -3.692 -3.932 -0.427
*
```

Summary:
- Electronic energy: -5246.98406 Eh
- Max |F|: 0.00752 Eh/bohr
- Energy above the lowest of the compared OMol25 structures with the same formula, charge and spin: 0.0 kJ/mol
- E_LUMO: -0.5 eV

Here are the Löwdin charges for atoms 1 to 2, given in e:
1. Sn 0.88
2. O 0.10


2.
The following is a quantum chemistry calculation of a molecular structure, C25H24IrN7S, from OMol25.

```
! wB97M-V def2-TZVPD RIJCOSX def2/J DEFGRID3
* xyz 2 1
Ir -0.498 1.583 -1.500
N 2.698 1.845 -1.731
C 2.290 0.612 -1.988
N 3.190 -0.306 -2.281
C 2.755 -1.536 -2.540
N 3.629 -2.469 -2.864
N 1.440 -1.919 -2.495
C 0.603 -0.988 -2.193
N 0.938 0.322 -1.945
C -0.838 -1.301 -2.072
C -1.367 -2.546 -2.323
C -2.737 -2.719 -2.150
C -3.510 -1.649 -1.731
C -2.901 -0.425 -1.500
N -1.590 -0.259 -1.668
H 3.686 2.032 -1.787
H 2.039 2.593 -1.575
H 4.609 -2.240 -2.919
H 3.317 -3.403 -3.072
H -0.718 -3.350 -2.642
H -3.193 -3.681 -2.339
H -4.576 -1.752 -1.586
H -3.465 0.439 -1.172
C -1.708 -2.981 3.494
C -0.508 -2.620 2.605
C 0.763 -3.277 3.164
C -0.765 -3.166 1.201
C -0.324 -1.107 2.602
C -0.111 -0.432 3.822
C 0.069 0.928 3.898
C 0.039 1.658 2.711
S 0.246 3.365 2.481
C 0.059 3.173 0.811
N -0.167 1.923 0.429
C -0.171 1.014 1.496
C -0.353 -0.366 1.435
C 0.162 4.142 -0.255
C 0.305 5.515 -0.126
C 0.391 6.288 -1.278
C 0.321 5.693 -2.530
C 0.167 4.312 -2.652
C 0.089 3.521 -1.510
H -1.855 -4.062 3.493
H -2.624 -2.511 3.130
H -1.557 -2.672 4.528
H 0.647 -4.361 3.174
H 0.966 -2.957 4.186
H 1.634 -3.030 2.553
H -0.897 -4.247 1.253
H 0.078 -2.973 0.530
H -1.675 -2.743 0.766
H -0.084 -1.001 4.741
H 0.231 1.412 4.851
H -0.516 -0.834 0.477
H 0.341 5.981 0.850
H 0.508 7.360 -1.196
H 0.385 6.301 -3.422
H 0.114 3.870 -3.642
*
```

Summary:
- Electronic energy: -1852.44911 Eh
- Max |F|: 0.01978 Eh/bohr
- Energy above the lowest of the compared OMol25 structures with the same formula, charge and spin: 67.2 kJ/mol
- E_LUMO: -7.6 eV

Here are the Löwdin charges for atoms 1 to 2, given in e:
1. Ir 1.43
2. N 0.23


3.
The following is a quantum chemistry calculation of 2 unconnected molecules or ions with the total composition C25H24N3O6, from OMol25.

```
! wB97M-V def2-TZVPD RIJCOSX def2/J DEFGRID3
* xyz -1 1
C -5.534 0.839 -1.970
C -5.262 2.128 -1.494
C -4.078 2.775 -1.860
C -3.128 2.108 -2.647
C -1.754 2.671 -2.847
O -0.857 1.817 -2.052
C 0.424 2.198 -2.104
N 1.340 1.567 -1.169
N 1.056 0.473 -0.660
C 2.114 -0.530 -0.885
O 3.158 -0.346 -1.466
O 1.705 -1.683 -0.331
C 2.712 -2.726 -0.473
C 2.062 -4.010 -0.072
C 2.211 -4.528 1.222
C 1.482 -5.659 1.607
C 0.644 -6.302 0.684
C 0.535 -5.806 -0.624
C 1.251 -4.669 -1.000
O 0.925 3.070 -2.788
C -3.453 0.869 -3.214
C -4.640 0.226 -2.858
H -6.438 0.319 -1.661
H -5.960 2.634 -0.825
H -3.856 3.798 -1.540
H -1.416 2.619 -3.894
H -1.669 3.707 -2.487
H 3.040 -2.752 -1.522
H 3.561 -2.478 0.175
H 2.900 -4.019 1.905
H 1.573 -6.033 2.630
H 0.085 -7.191 0.976
H -0.108 -6.293 -1.360
H 1.192 -4.256 -2.011
H -2.749 0.422 -3.923
H -4.848 -0.764 -3.269
C 2.491 -1.893 4.039
C 2.784 -0.626 3.273
O 1.535 -0.152 2.746
C 1.634 1.057 2.114
C 0.317 1.504 1.707
C 0.030 2.790 1.253
C 1.021 3.805 1.060
C 0.630 5.009 0.478
N -0.629 5.263 0.133
C -1.593 4.372 0.381
C -1.325 3.130 0.941
O 2.713 1.616 1.932
H 3.432 -2.407 4.240
H 2.017 -1.644 4.996
H 1.825 -2.564 3.485
H 3.228 0.132 3.941
H 3.466 -0.830 2.429
H -0.490 0.796 1.848
H 2.060 3.610 1.314
H 1.378 5.784 0.282
H -2.617 4.648 0.116
H -2.127 2.407 1.095
*
```

Summary:
- Electronic energy: -1582.74191 Eh
- Max |F|: 0.05618 Eh/bohr
- Energy above the lowest of the compared OMol25 structures with the same formula, charge and spin: 313.7 kJ/mol
- E_LUMO: 2.1 eV

Here are the Löwdin charges for atoms 1 to 2, given in e:
1. C -0.10
2. C -0.08


4.
The following is a quantum chemistry calculation of a molecular structure, C25H24N3O6PPdS, from OMol25.

```
! wB97M-V def2-TZVPD RIJCOSX def2/J DEFGRID3
* xyz 2 1
Pd -0.484 1.074 -1.014
N -0.427 1.979 0.862
C -0.662 1.070 1.981
C -0.472 1.500 3.281
C -0.708 0.622 4.330
C -1.126 -0.680 4.085
C -1.306 -1.116 2.784
C -1.077 -0.234 1.725
P -1.317 -0.799 0.044
C -0.271 -2.179 -0.282
C -0.649 -3.215 -1.149
C 0.207 -4.284 -1.342
C 1.424 -4.333 -0.674
C 1.796 -3.317 0.203
C 0.957 -2.239 0.400
C -3.002 -0.927 -0.422
C -3.974 -0.615 0.541
C -5.311 -0.674 0.197
C -5.679 -1.001 -1.101
C -4.715 -1.270 -2.069
C -3.377 -1.231 -1.742
H -1.191 2.656 0.794
H 0.423 2.535 1.023
H -0.139 2.512 3.479
H -0.559 0.958 5.347
H -1.302 -1.358 4.909
H -1.616 -2.136 2.590
H -1.610 -3.208 -1.637
H -0.084 -5.091 -2.000
H 2.082 -5.179 -0.822
H 2.735 -3.376 0.736
H 1.242 -1.454 1.090
H -3.691 -0.345 1.549
H -6.066 -0.455 0.939
H -6.727 -1.029 -1.369
H -5.012 -1.489 -3.086
H -2.634 -1.370 -2.513
O -2.318 1.750 -1.405
S -1.799 1.847 -2.893
O -2.822 1.854 -3.857
O -0.987 0.481 -2.840
O -0.761 2.855 -2.838
O 2.130 3.650 1.196
C 3.408 3.766 0.525
N 4.350 2.814 1.018
C 4.687 1.604 0.470
O 5.704 1.015 0.744
C 3.728 1.001 -0.519
C 4.182 0.152 -1.525
C 3.251 -0.480 -2.337
C 1.901 -0.271 -2.115
N 1.481 0.537 -1.131
C 2.374 1.159 -0.360
H 1.828 4.546 1.392
H 3.801 4.767 0.689
H 3.256 3.627 -0.545
H 4.988 3.109 1.745
H 5.246 -0.005 -1.649
H 3.560 -1.131 -3.142
H 1.139 -0.727 -2.729
H 1.996 1.777 0.439
*
```

Summary:
- Electronic energy: -2449.64313 Eh
- Max |F|: 0.01003 Eh/bohr
- Energy above the lowest of the compared OMol25 structures with the same formula, charge and spin: 199.9 kJ/mol
- E_LUMO (alpha / beta): -8.5 / -8.5 eV

Here are the Löwdin charges for atoms 1 to 2, given in e:
1. Pd 1.09
2. N 0.03


Repeat the third record exactly.
The following is a quantum chemistry calculation of 2 unconnected molecules or ions with the total composition C25H24N3O6, from OMol25.

```
! wB97M-V def2-TZVPD RIJCOSX def2/J DEFGRID3
* xyz -1 1
C -5.534 0.839 -1.970
C -5.262 2.128 -1.494
C -4.078 2.775 -1.860
C -3.128 2.108 -2.647
C -1.754 2.671 -2.847
O -0.857 1.817 -2.052
C 0.424 2.198 -2.104
N 1.340 1.567 -1.169
N 1.056 0.473 -0.660
C 2.114 -0.530 -0.885
O 3.158 -0.346 -1.466
O 1.705 -1.683 -0.331
C 2.712 -2.726 -0.473
C 2.062 -4.010 -0.072
C 2.211 -4.528 1.222
C 1.482 -5.659 1.607
C 0.644 -6.302 0.684
C 0.535 -5.806 -0.624
C 1.251 -4.669 -1.000
O 0.925 3.070 -2.788
C -3.453 0.869 -3.214
C -4.640 0.226 -2.858
H -6.438 0.319 -1.661
H -5.960 2.634 -0.825
H -3.856 3.798 -1.540
H -1.416 2.619 -3.894
H -1.669 3.707 -2.487
H 3.040 -2.752 -1.522
H 3.561 -2.478 0.175
H 2.900 -4.019 1.905
H 1.573 -6.033 2.630
H 0.085 -7.191 0.976
H -0.108 -6.293 -1.360
H 1.192 -4.256 -2.011
H -2.749 0.422 -3.923
H -4.848 -0.764 -3.269
C 2.491 -1.893 4.039
C 2.784 -0.626 3.273
O 1.535 -0.152 2.746
C 1.634 1.057 2.114
C 0.317 1.504 1.707
C 0.030 2.790 1.253
C 1.021 3.805 1.060
C 0.630 5.009 0.478
N -0.629 5.263 0.133
C -1.593 4.372 0.381
C -1.325 3.130 0.941
O 2.713 1.616 1.932
H 3.432 -2.407 4.240
H 2.017 -1.644 4.996
H 1.825 -2.564 3.485
H 3.228 0.132 3.941
H 3.466 -0.830 2.429
H -0.490 0.796 1.848
H 2.060 3.610 1.314
H 1.378 5.784 0.282
H -2.617 4.648 0.116
H -2.127 2.407 1.095
*
```

Summary:
- Electronic energy: -1582.74191 Eh
- Max |F|: 0.05618 Eh/bohr
- Energy above the lowest of the compared OMol25 structures with the same formula, charge and spin: 313.7 kJ/mol
- E_LUMO: 2.1 eV

Here are the Löwdin charges for atoms 1 to 2, given in e:
1. C -0.10
2. C -0.08


> Look up the energy above the lowest of the compared OMol25 structures with the same formula, charge and spin of the first one.

0.0 kJ/mol


> Number 3 is which compound?

C25H24N3O6


> Look up the max |F| of the fourth one.

0.01003 Eh/bohr